1.
Below is 2 unconnected molecules or ions with the total composition C4H9NO2 at a distorted geometry, with properties calculated with the ωB97M-V functional and the def2-TZVPD basis.

ORCA input file:
```
! wB97M-V def2-TZVPD RIJCOSX def2/J DEFGRID3
* xyz 1 2
C -1.02 -0.58 -0.83
N -0.83 0.24 -2.01
C 0.55 -0.96 2.96
C 0.55 0.18 2.12
O -0.42 0.82 1.72
C 0.39 1.18 -1.95
O 1.48 0.48 -1.95
H -1.74 -1.38 -0.95
H -0.03 -0.95 -0.54
H -1.37 0.10 -0.04
H -0.77 -0.32 -2.87
H 1.49 -1.41 3.25
H 1.55 0.45 1.74
H -0.37 -1.50 3.14
H 0.25 1.88 -2.79
H 0.28 1.77 -1.01
*
```

Computed properties:
Largest force on an atom in eV Å⁻¹: 2.71
LUMO energy (spin up / spin down) in eV: -5.16 / -8.36
Orbital gap (spin up / spin down) in eV: 8.57 / 5.08
Energy in hartree: -362.5526
ΔE to the lowest compared entry with this formula, charge and spin in kJ/mol: 544.60

Want to see where the charge sits? The Mulliken charges in e are:
1 C -0.7192
2 N -0.0181
3 C -0.7040
4 C 0.2684
5 O -0.5313
6 C -0.1771
7 O -0.1960
8 H 0.3702
9 H 0.3505
10 H 0.3318
11 H 0.3380
12 H 0.3142
13 H 0.3560
14 H 0.3109
15 H 0.3662
16 H 0.3395

***

2.
Below is a single C4H9NO2S molecule at a distorted geometry, with properties calculated with the ωB97M-V functional and the def2-TZVPD basis.

ORCA input file:
```
! wB97M-V def2-TZVPD RIJCOSX def2/J DEFGRID3
* xyz 0 1
C 0.20 -0.44 0.71
N -0.91 -1.13 -0.01
C -2.29 -0.68 0.19
O -3.14 -1.19 -0.65
O -2.39 0.89 0.33
C 0.85 0.92 0.19
C 1.83 0.56 -0.84
S 3.17 -0.63 -0.44
H 1.08 -1.00 0.48
H -0.21 -0.54 1.77
H -0.68 -1.17 -1.03
H -2.43 -0.85 1.39
H 0.14 1.59 -0.23
H 1.44 1.32 1.00
H -3.11 1.21 -0.14
H 2.30 1.25 -1.58
H 4.15 -0.11 -1.13
*
```

Computed properties:
Largest force on an atom in eV Å⁻¹: 4.54
LUMO energy in eV: -3.77
Orbital gap in eV: 3.32
Energy in hartree: -760.9823
ΔE to the lowest compared entry with this formula, charge and spin in kJ/mol: 738.13

Want to see where the charge sits? The Mulliken charges in e are:
1 C -0.6788
2 N -0.1923
3 C 0.0753
4 O -0.6944
5 O -0.4694
6 C -0.2448
7 C -0.1847
8 S -0.0486
9 H 0.2649
10 H 0.4189
11 H 0.2586
12 H 0.1170
13 H 0.3035
14 H 0.3176
15 H 0.2109
16 H 0.3561
17 H 0.1902

***

3.
Below is a single C4H9NO2S molecule at a distorted geometry, with properties calculated with the ωB97M-V functional and the def2-TZVPD basis.

ORCA input file:
```
! wB97M-V def2-TZVPD RIJCOSX def2/J DEFGRID3
* xyz 0 1
O 0.44 0.97 -2.32
C 0.64 -0.06 -1.61
C -0.03 -0.10 -0.19
C 0.14 1.31 0.50
S -1.29 2.29 1.18
N 0.62 -0.99 0.83
C 0.22 -2.41 0.68
O 0.61 -3.07 -0.52
H 1.25 -0.86 -1.92
H -1.15 -0.46 -0.27
H 0.94 1.49 1.36
H 0.51 1.83 -0.36
H -2.18 2.37 0.15
H 1.65 -0.84 0.98
H 0.55 -2.94 1.57
H -0.83 -2.42 0.72
H 1.32 -3.66 -0.47
*
```

Computed properties:
Largest force on an atom in eV Å⁻¹: 5.98
LUMO energy in eV: 0.37
Orbital gap in eV: 9.22
Energy in hartree: -761.1522
SMILES string: O=C[C@H](CS)NCO
ΔE to the lowest compared entry with this formula, charge and spin in kJ/mol: 291.92

Want to see where the charge sits? The Mulliken charges in e are:
1 O -0.5205
2 C -0.1442
3 C 0.1978
4 C -0.7553
5 S -0.2362
6 N -0.3374
7 C -0.5424
8 O -0.5105
9 H 0.4135
10 H 0.3419
11 H 0.2789
12 H 0.3809
13 H 0.1214
14 H 0.2694
15 H 0.3720
16 H 0.3672
17 H 0.3037

***

4.
Below is a molecular structure, C4H9NO2S at a distorted geometry, with properties calculated with the ωB97M-V functional and the def2-TZVPD basis.

ORCA input file:
```
! wB97M-V def2-TZVPD RIJCOSX def2/J DEFGRID3
* xyz 0 1
C -0.78 -0.23 -0.12
C -1.65 -1.43 -0.47
C -2.06 -2.23 0.60
S -2.08 2.45 0.47
N -1.92 -1.55 -1.74
C 3.63 -0.18 -0.11
O 4.45 0.19 0.94
O 2.46 -0.04 -0.23
H 0.24 -0.41 -0.48
H -0.85 -0.05 0.95
H -1.21 0.62 -0.65
H -2.56 -2.31 -1.96
H -2.76 -3.04 0.37
H -1.70 -2.03 1.59
H -3.14 1.71 0.09
H 4.24 -0.63 -0.91
H 4.04 1.00 0.43
*
```

Computed properties:
Largest force on an atom in eV Å⁻¹: 4.82
LUMO energy in eV: -3.93
Orbital gap in eV: 3.34
Energy in hartree: -760.9517
ΔE to the lowest compared entry with this formula, charge and spin in kJ/mol: 818.41

Want to see where the charge sits? The Mulliken charges in e are:
1 C -0.8458
2 C 0.8703
3 C -0.6890
4 S -0.3282
5 N -0.6066
6 C 0.0778
7 O -0.4153
8 O -0.3351
9 H 0.1988
10 H 0.4631
11 H 0.0560
12 H 0.2465
13 H 0.2612
14 H 0.3026
15 H 0.1105
16 H 0.3163
17 H 0.3169

***

5.
Below is a single C4H9NO2S molecule, with properties calculated with the ωB97M-V functional and the def2-TZVPD basis.

ORCA input file:
```
! wB97M-V def2-TZVPD RIJCOSX def2/J DEFGRID3
* xyz 0 1
O 2.78 0.96 0.20
C 1.83 0.92 -0.54
O 1.35 2.04 -1.12
N 1.18 -0.25 -0.90
C -0.27 -0.30 -1.12
C -1.11 0.22 0.05
C -0.64 -0.29 1.41
S -0.46 -2.10 1.51
H 0.74 1.82 -1.83
H 1.52 -1.02 -0.34
H -0.51 -1.35 -1.28
H -0.53 0.29 -2.00
H -1.06 1.30 0.06
H -2.13 -0.13 -0.13
H 0.28 0.21 1.71
H -1.36 -0.01 2.17
H -1.61 -2.29 2.16
*
```

Computed properties:
Largest force on an atom in eV Å⁻¹: 0.81
LUMO energy in eV: 0.50
Orbital gap in eV: 10.05
Energy in hartree: -761.2556
SMILES string: O=C(O)NCCCS
ΔE to the lowest compared entry with this formula, charge and spin in kJ/mol: 20.53

Want to see where the charge sits? The Mulliken charges in e are:
1 O -0.5669
2 C 0.5644
3 O -0.4436
4 N -0.2186
5 C -1.1545
6 C -0.1303
7 C -0.8382
8 S -0.2222
9 H 0.3596
10 H 0.3008
11 H 0.5220
12 H 0.2975
13 H 0.2737
14 H 0.3699
15 H 0.3241
16 H 0.4243
17 H 0.1381

***

6.
Below is a molecular structure, C4H9NO3 at a distorted geometry, with properties calculated with the ωB97M-V functional and the def2-TZVPD basis.

ORCA input file:
```
! wB97M-V def2-TZVPD RIJCOSX def2/J DEFGRID3
* xyz 0 1
C -1.88 -0.83 -0.84
C -1.03 0.43 -0.79
N 0.23 0.30 -1.28
C 1.17 0.78 -0.38
C 2.19 -0.31 0.25
O 3.08 0.22 1.02
O -1.59 1.47 -0.30
H -1.68 -1.22 0.19
H -1.44 -1.47 -1.59
H 1.52 -1.01 0.82
H -2.93 -0.59 -1.05
H 1.84 1.53 -0.82
H 0.75 1.29 0.49
H 2.55 -0.84 -0.65
H -1.03 0.77 0.59
H -0.91 -0.11 2.63
O -0.84 -0.41 1.71
*
```

Computed properties:
Largest force on an atom in eV Å⁻¹: 5.73
LUMO energy in eV: -4.17
Orbital gap in eV: 5.42
Energy in hartree: -437.9697
ΔE to the lowest compared entry with this formula, charge and spin in kJ/mol: 943.55

Want to see where the charge sits? The Mulliken charges in e are:
1 C -0.8788
2 C 0.4187
3 N -0.3835
4 C -0.2817
5 C -0.1178
6 O -0.4028
7 O -0.4617
8 H 0.3273
9 H 0.3605
10 H 0.1964
11 H 0.3098
12 H 0.4898
13 H 0.2757
14 H 0.2787
15 H 0.4946
16 H 0.1828
17 O -0.8080

***

7.
Below is a single C4H9NO3 molecule at a distorted geometry, with properties calculated with the ωB97M-V functional and the def2-TZVPD basis.

ORCA input file:
```
! wB97M-V def2-TZVPD RIJCOSX def2/J DEFGRID3
* xyz 0 1
C 1.22 0.01 1.24
C 1.10 0.06 -0.23
O 1.70 -1.01 -0.87
C -0.37 0.10 -0.73
N -1.16 1.38 -0.44
C -1.19 -1.05 -0.08
O -0.88 -2.18 -0.10
O -2.33 -0.66 0.40
H 1.10 -1.04 1.69
H 2.28 0.31 1.44
H 0.65 0.83 1.82
H 1.53 0.95 -0.50
H 1.28 -1.83 -0.95
H -0.52 -0.09 -1.79
H -0.57 2.09 -0.02
H -1.61 1.81 -1.21
H -2.24 0.32 0.33
*
```

Computed properties:
Largest force on an atom in eV Å⁻¹: 4.62
LUMO energy in eV: 0.60
Orbital gap in eV: 10.40
Energy in hartree: -438.2779
SMILES string: C[C@@H](O)[C@H](N)C(=O)O
ΔE to the lowest compared entry with this formula, charge and spin in kJ/mol: 134.26

Want to see where the charge sits? The Mulliken charges in e are:
1 C -1.1604
2 C 0.0369
3 O -0.5900
4 C 0.2865
5 N -0.7077
6 C 0.1640
7 O -0.5743
8 O -0.5476
9 H 0.2689
10 H 0.3774
11 H 0.3024
12 H 0.4596
13 H 0.3739
14 H 0.4009
15 H 0.2182
16 H 0.1939
17 H 0.4974

***

8.
Below is 2 unconnected molecules or ions with the total composition C4H9NO3 at a distorted geometry, with properties calculated with the ωB97M-V functional and the def2-TZVPD basis.

ORCA input file:
```
! wB97M-V def2-TZVPD RIJCOSX def2/J DEFGRID3
* xyz 0 1
C -0.07 -0.82 -1.40
C -0.96 -0.39 -0.25
O -1.42 -1.26 0.64
N -1.40 0.81 -0.19
O -1.18 1.82 -0.94
O -2.43 0.89 0.90
H -0.54 -0.64 -2.37
H 0.83 -0.20 -1.41
H 0.04 -1.97 -1.24
H -2.21 -0.83 1.06
H -2.11 1.68 1.45
C 2.38 0.57 0.49
C 1.50 -0.33 0.85
H 2.14 1.64 0.62
H 3.25 0.48 -0.05
H 0.51 -0.06 1.09
H 1.67 -1.38 0.74
*
```

Computed properties:
Largest force on an atom in eV Å⁻¹: 3.58
LUMO energy in eV: 0.52
Orbital gap in eV: 9.09
Energy in hartree: -438.0943
SMILES string: C/C(O)=[N+](\[O-])O.C=C
ΔE to the lowest compared entry with this formula, charge and spin in kJ/mol: 616.44

Want to see where the charge sits? The Mulliken charges in e are:
1 C -1.0198
2 C 0.2302
3 O -0.4733
4 N 0.7149
5 O -0.6883
6 O -0.6080
7 H 0.3763
8 H 0.3090
9 H 0.2951
10 H 0.4298
11 H 0.3536
12 C -0.5124
13 C -0.4828
14 H 0.1874
15 H 0.3687
16 H 0.2468
17 H 0.2731

***

Question: Which of these has the lowest largest force on an atom?
Answer: number 5

***

Question: Among the records above, which one has the highest ΔE to the lowest compared entry with this formula, charge and spin?
Answer: number 6